Record 1
C29H80AlN7O8 as an isolated structure at a distorted geometry. Source: OMol25; level of theory: ωB97M-V/def2-TZVPD.

The geometry in XYZ format:
```
125
C29H80AlN7O8, DFT ωB97M-V/def2-TZVPD
Al -3.800 1.591 -0.746
C -0.141 -0.012 -0.072
O -1.498 -0.125 0.010
H 0.107 -0.333 -1.084
H 0.169 1.032 -0.025
H 0.490 -0.708 0.479
C 3.334 4.758 -1.181
C 2.608 3.417 -1.495
C 3.724 2.377 -1.781
O 4.317 2.809 -3.030
C 5.320 1.969 -3.553
N 1.769 3.071 -0.358
H 3.827 5.204 -2.045
H 4.064 4.610 -0.385
H 2.774 5.552 -0.687
H 1.971 3.550 -2.370
H 3.201 1.431 -1.922
H 4.352 2.215 -0.905
H 6.054 1.849 -2.756
H 5.902 2.376 -4.380
H 4.886 1.010 -3.834
H 1.137 2.325 -0.609
H 2.348 2.904 0.453
C -6.346 2.883 3.737
C -5.267 2.659 2.583
C -3.744 2.341 3.012
O -2.907 2.618 1.902
C -1.548 2.698 2.321
N -5.688 1.724 1.593
H -7.358 3.136 3.420
H -6.021 3.559 4.527
H -6.423 1.961 4.314
H -5.383 3.497 1.895
H -3.652 1.412 3.575
H -3.508 3.094 3.763
H -1.364 3.499 3.038
H -1.127 2.812 1.323
H -1.229 1.684 2.561
H -5.984 0.935 2.150
H -6.579 2.159 1.399
C -0.820 5.133 -2.544
C -1.599 3.881 -2.180
C -1.193 2.760 -3.058
O -1.909 1.588 -2.784
C -1.472 0.548 -3.712
N -1.550 3.848 -0.690
H 0.108 5.340 -2.011
H -1.373 6.032 -2.269
H -0.672 5.198 -3.622
H -2.653 4.000 -2.431
H -0.117 2.626 -2.940
H -1.300 2.984 -4.119
H -2.069 0.706 -4.610
H -1.798 -0.437 -3.377
H -0.426 0.522 -4.018
H -0.583 3.840 -0.397
H -1.803 4.800 -0.466
C 1.885 -2.267 -2.388
C 3.279 -1.579 -2.562
C 4.481 -2.487 -2.409
O 4.486 -3.540 -3.377
C 5.689 -4.115 -3.661
N 3.166 -0.992 -3.888
H 1.032 -1.674 -2.718
H 1.527 -2.486 -1.382
H 1.903 -3.148 -3.030
H 3.306 -0.747 -1.857
H 4.593 -3.007 -1.458
H 5.426 -1.962 -2.553
H 5.885 -4.823 -2.856
H 6.510 -3.401 -3.615
H 5.684 -4.826 -4.488
H 2.643 -1.660 -4.435
H 4.107 -1.133 -4.228
C -5.131 -3.292 0.054
C -4.549 -2.001 -0.510
C -5.155 -1.845 -1.927
O -4.694 -0.618 -2.626
C -4.859 -0.507 -4.118
N -5.011 -0.980 0.408
H -5.123 -3.283 1.144
H -4.617 -4.182 -0.310
H -6.152 -3.424 -0.306
H -3.463 -1.929 -0.448
H -6.244 -1.891 -1.914
H -4.849 -2.712 -2.513
H -4.527 -1.409 -4.631
H -4.650 0.400 -4.686
H -5.912 -0.785 -4.156
H -5.929 -1.331 0.643
H -4.510 -1.253 1.242
C -0.445 -3.392 2.915
C -1.724 -2.584 3.148
C -1.400 -1.184 3.630
O -1.244 -1.355 5.047
C -1.037 -0.092 5.710
N -2.442 -2.516 1.852
H 0.145 -3.213 2.016
H -0.765 -4.434 2.940
H 0.218 -3.357 3.780
H -2.535 -3.162 3.592
H -2.203 -0.462 3.486
H -0.500 -0.737 3.207
H -1.114 -0.108 6.797
H -1.693 0.669 5.288
H -0.045 0.288 5.469
H -1.886 -1.966 1.213
H -2.381 -3.451 1.473
C 3.388 -3.676 1.625
C 4.004 -2.437 2.311
C 5.564 -2.476 2.293
O 6.212 -3.174 3.341
C 6.264 -2.445 4.552
N 3.548 -1.271 1.528
H 3.534 -3.774 0.549
H 2.320 -3.688 1.839
H 3.771 -4.654 1.918
H 3.648 -2.338 3.336
H 5.880 -1.433 2.275
H 5.838 -2.809 1.292
H 6.698 -3.156 5.255
H 5.200 -2.379 4.781
H 6.885 -1.549 4.529
H 2.647 -1.332 1.076
H 3.864 -0.381 1.885
```

HOMO energy (hartree): -0.4713
Kohn-Sham gap (eV): 2.126
Strongest force on any atom (eV/A): 4.123
ΔE to the lowest compared entry with this formula, charge and spin (kcal/mol): 34.9
Charge: +2

Record 2
A 9-piece molecular cluster, C29H85Br3N16O12P4 overall at a distorted geometry. Source: OMol25; level of theory: ωB97M-V/def2-TZVPD.

The geometry in XYZ format:
```
149
C29H85Br3N16O12P4, DFT ωB97M-V/def2-TZVPD
C -3.564 4.018 -1.795
N -3.624 4.835 -0.562
O -2.725 4.803 0.210
O -4.585 5.477 -0.294
H -4.564 3.792 -2.166
H -2.913 3.146 -1.744
H -3.113 4.579 -2.614
C 1.448 8.532 -1.339
N 1.063 7.089 -1.090
O 0.100 6.938 -0.380
O 1.798 6.205 -1.548
H 2.513 8.399 -1.524
H 1.362 9.096 -0.410
H 0.919 8.874 -2.229
C -0.766 6.297 -4.639
N 0.219 7.233 -5.318
O 1.134 7.602 -4.641
O 0.139 7.469 -6.478
H -1.435 5.861 -5.382
H -1.303 6.936 -3.939
H -0.249 5.500 -4.104
C -2.256 -0.311 -4.398
N -1.149 0.034 -5.354
O -1.250 -0.424 -6.465
O -0.176 0.744 -4.976
H -2.984 -1.021 -4.790
H -2.745 0.662 -4.414
H -1.821 -0.648 -3.457
O -6.224 -2.464 -0.170
P -6.827 -1.555 -1.206
N -7.112 -2.431 -2.641
C -5.993 -2.714 -3.515
C -8.109 -3.466 -2.643
N -5.884 -0.220 -1.737
C -4.416 -0.182 -1.390
C -6.290 0.729 -2.874
N -8.316 -0.758 -0.792
C -9.073 -1.356 0.270
C -8.995 0.214 -1.620
H -5.057 -2.807 -2.964
H -5.922 -1.800 -4.105
H -6.152 -3.536 -4.212
H -7.729 -4.478 -2.783
H -8.805 -3.148 -3.420
H -8.533 -3.452 -1.639
H -3.837 -0.752 -2.117
H -4.049 0.819 -1.618
H -4.203 -0.471 -0.361
H -5.534 0.985 -3.616
H -7.174 0.345 -3.384
H -6.431 1.721 -2.446
H -9.942 -1.861 -0.150
H -8.404 -2.037 0.795
H -9.253 -0.562 0.995
H -10.026 0.424 -1.336
H -9.012 -0.254 -2.604
H -8.465 1.167 -1.643
O -1.105 0.623 -1.359
P 0.333 0.732 -1.065
N 1.166 1.977 -1.931
C 0.393 3.181 -2.269
C 2.618 2.233 -1.934
N 1.248 -0.646 -1.350
C 1.670 -1.038 -2.714
C 1.073 -1.724 -0.310
N 0.697 1.236 0.534
C 1.992 1.274 1.186
C -0.443 1.409 1.470
H -0.610 2.957 -2.631
H 0.862 3.680 -3.117
H 0.262 3.901 -1.462
H 2.798 3.116 -1.320
H 2.956 2.646 -2.884
H 3.241 1.424 -1.554
H 2.591 -1.602 -2.562
H 0.814 -1.545 -3.158
H 1.825 -0.172 -3.357
H 1.432 -1.260 0.609
H 0.001 -1.906 -0.389
H 1.654 -2.631 -0.477
H 2.766 1.008 0.466
H 2.103 2.254 1.651
H 1.964 0.511 1.964
H -1.124 2.153 1.055
H -0.176 1.800 2.452
H -0.931 0.450 1.645
O 3.449 -0.477 5.667
P 2.250 -1.362 5.803
N 0.645 -0.592 5.788
C -0.682 -1.293 5.912
C 0.530 0.886 5.708
N 2.277 -2.173 7.306
C 1.206 -3.075 7.721
C 2.791 -1.288 8.412
N 2.110 -2.637 4.667
C 1.335 -2.436 3.450
C 2.619 -4.025 4.861
H -0.550 -2.351 5.684
H -1.478 -1.003 5.227
H -0.991 -1.301 6.957
H -0.511 1.069 5.443
H 1.119 1.488 5.016
H 0.588 1.264 6.728
H 1.599 -3.775 8.459
H 0.470 -2.447 8.224
H 0.663 -3.646 6.968
H 2.681 -1.777 9.379
H 3.808 -0.930 8.252
H 2.232 -0.353 8.454
H 1.763 -1.518 3.047
H 1.610 -3.273 2.809
H 0.252 -2.363 3.557
H 3.343 -4.238 4.075
H 1.851 -4.754 4.604
H 3.019 -4.096 5.872
O 8.062 -2.013 -0.531
P 6.616 -1.854 -0.145
N 6.270 -1.102 1.334
C 4.839 -0.715 1.728
C 7.191 -1.125 2.460
N 5.722 -3.349 0.036
C 4.305 -3.303 -0.124
C 6.284 -4.244 1.043
N 5.738 -0.976 -1.354
C 5.795 0.473 -1.270
C 5.697 -1.451 -2.681
H 4.321 -0.565 0.781
H 4.904 0.192 2.329
H 4.501 -1.566 2.319
H 6.917 -0.406 3.232
H 8.259 -0.983 2.294
H 7.255 -2.112 2.918
H 3.954 -2.702 -0.963
H 3.875 -4.281 -0.339
H 3.812 -2.884 0.754
H 6.073 -5.278 0.770
H 7.372 -4.290 1.089
H 5.895 -4.034 2.039
H 5.520 0.831 -0.278
H 6.849 0.717 -1.400
H 5.154 0.860 -2.062
H 5.826 -2.528 -2.790
H 6.464 -1.002 -3.312
H 4.695 -1.193 -3.026
C -0.899 -4.186 -3.024
Br -1.876 -2.928 -1.891
Br 0.821 -4.933 -2.256
Br -0.578 -3.347 -4.836
H -1.407 -5.105 -3.318
```

HOMO energy (hartree): -0.2987
Kohn-Sham gap (eV): 7.311
Strongest force on any atom (eV/A): 3.905
ΔE to the lowest compared entry with this formula, charge and spin (kcal/mol): 81.6
SMILES string: CN(C)P(=O)(N(C)C)N(C)C.CN(C)P(=O)(N(C)C)N(C)C.CN(C)P(=O)(N(C)C)N(C)C.CN(C)P(=O)(N(C)C)N(C)C.C[N+](=O)[O-].C[N+](=O)[O-].C[N+](=O)[O-].C[N+](=O)[O-].BrC(Br)Br

Record 3
A 14-piece molecular cluster, C29H90N4O14 overall at a distorted geometry. Source: OMol25; level of theory: ωB97M-V/def2-TZVPD.

The geometry in XYZ format:
```
137
C29H90N4O14, DFT ωB97M-V/def2-TZVPD
C 5.506 2.007 2.989
C 5.109 3.185 3.833
C 3.587 3.247 3.746
O 3.192 3.702 2.453
C 1.789 3.764 2.393
N 5.539 3.097 5.182
H 6.559 2.103 2.633
H 4.955 2.016 1.994
H 5.261 1.115 3.550
H 5.510 4.108 3.335
H 3.279 3.977 4.474
H 3.108 2.359 4.147
H 1.341 4.652 2.872
H 1.391 2.821 2.774
H 1.383 3.724 1.353
H 6.446 3.419 5.388
H 4.946 3.609 5.868
C -1.620 1.083 0.416
C -0.854 -0.157 -0.096
C 0.607 0.033 0.085
O 0.822 0.137 1.490
C 2.100 -0.179 1.800
N -1.292 -1.339 0.545
H -2.664 0.872 0.491
H -1.463 1.772 -0.429
H -1.244 1.420 1.363
H -1.010 -0.201 -1.232
H 1.033 0.939 -0.456
H 1.117 -0.803 -0.334
H 2.221 -0.103 2.897
H 2.822 0.508 1.351
H 2.332 -1.235 1.451
H -1.415 -1.282 1.508
H -0.765 -2.148 0.385
C 1.878 -7.099 2.592
C 1.951 -5.736 1.945
C 1.068 -4.668 2.517
O -0.316 -4.996 2.185
C -1.152 -3.984 2.739
N 3.325 -5.145 1.988
H 1.007 -7.656 2.428
H 2.094 -7.220 3.656
H 2.718 -7.662 2.070
H 1.534 -5.793 0.920
H 1.397 -3.728 1.972
H 1.205 -4.578 3.593
H -0.934 -3.771 3.760
H -2.172 -4.273 2.537
H -0.994 -2.964 2.320
H 3.453 -4.567 1.122
H 4.037 -5.934 1.909
C -0.098 -1.574 -8.487
C -0.835 -1.710 -7.166
C -1.093 -0.377 -6.435
O -1.917 -0.553 -5.230
C -2.087 0.649 -4.501
N -1.995 -2.536 -7.237
H -0.072 -2.456 -8.995
H 0.888 -1.241 -8.258
H -0.575 -0.829 -9.169
H -0.174 -2.326 -6.505
H -1.631 0.224 -7.199
H -0.165 0.146 -6.170
H -2.469 1.468 -5.040
H -1.123 1.049 -4.065
H -2.804 0.408 -3.712
H -2.269 -2.809 -6.312
H -2.779 -2.033 -7.627
C 0.731 5.664 -0.487
C -0.549 5.897 0.362
O -0.701 4.863 1.339
H 0.550 4.732 -1.000
H 1.667 5.552 0.069
H 0.836 6.500 -1.207
H -1.434 5.831 -0.277
H -0.547 6.959 0.770
H -1.650 4.659 1.360
C 3.064 -1.628 -4.656
C 2.042 -1.233 -3.538
O 2.230 0.089 -3.134
H 2.866 -0.974 -5.538
H 3.002 -2.625 -5.011
H 3.977 -1.526 -4.170
H 2.222 -1.978 -2.732
H 0.968 -1.324 -3.690
H 3.172 0.150 -2.934
C -5.014 4.040 1.582
C -4.835 5.166 0.569
O -3.869 4.858 -0.393
H -5.022 3.141 0.957
H -5.923 4.037 2.195
H -4.152 3.883 2.232
H -4.515 6.198 0.896
H -5.747 5.339 0.050
H -4.259 4.063 -0.819
C 2.009 0.262 5.769
O 3.465 0.252 5.770
H 1.542 -0.713 5.685
H 1.590 0.760 6.719
H 1.695 0.910 5.006
H 3.762 1.118 6.068
C 3.233 2.660 -1.274
O 2.043 2.947 -1.951
H 3.389 3.464 -0.498
H 3.179 1.640 -0.765
H 4.116 2.690 -1.977
H 1.864 2.181 -2.542
C -2.581 -3.038 -2.695
O -1.376 -2.444 -3.089
H -2.832 -3.757 -3.415
H -2.398 -3.491 -1.716
H -3.310 -2.269 -2.551
H -1.478 -2.196 -4.042
C -0.518 -5.560 -1.670
O -1.257 -4.963 -0.578
H -0.218 -6.607 -1.499
H -1.217 -5.383 -2.459
H 0.332 -4.881 -1.910
H -0.762 -4.904 0.237
C -4.773 1.008 -0.954
O -4.292 2.223 -1.533
H -5.849 0.785 -1.154
H -4.242 0.172 -1.381
H -4.640 1.134 0.106
H -4.682 2.291 -2.411
C -1.657 1.110 4.112
O -0.934 -0.014 3.805
H -2.512 1.332 3.453
H -2.054 1.037 5.125
H -1.045 2.035 4.152
H -0.493 0.175 2.964
C -4.276 -1.634 2.341
O -4.265 -1.975 0.947
H -4.663 -0.607 2.414
H -4.901 -2.326 2.898
H -3.269 -1.757 2.720
H -3.359 -1.947 0.615
```

HOMO energy (hartree): -0.3388
Kohn-Sham gap (eV): 9.571
Strongest force on any atom (eV/A): 3.636

Record 4
C2Ag2O6 as an isolated structure at a distorted geometry. Source: OMol25; level of theory: ωB97M-V/def2-TZVPD.

The geometry in XYZ format:
```
10
C2Ag2O6, DFT ωB97M-V/def2-TZVPD
Ag 1.025 2.016 -0.948
Ag -1.336 0.805 0.423
C -0.449 -0.669 -2.233
O -1.492 -1.231 -1.801
O 0.596 -1.156 -2.750
O -0.609 0.613 -2.225
C 0.555 -0.115 2.309
O 1.437 -0.799 2.961
O -0.521 0.029 2.971
O 0.794 0.506 1.294
```

Multiplicity: 2
HOMO energy (alpha / beta) (hartree): -0.1270 / -0.1244
Kohn-Sham gap (alpha / beta) (eV): 4.448 / 4.404
Strongest force on any atom (eV/A): 6.163
Charge: -1
<S²>: 0.76

How do the records compare in DFT total energy? In the order shown, they have -64749.9119 -327135.4030 -66149.9355 -22354.9742 eV.